# 1
Density functional theory data (ωB97M-V/def2-TZVPD) for 2 unconnected molecules or ions with the total composition CH2FO4S.

## Properties
LUMO (alpha / beta): 4.160 / 1.651 eV
multiplicity: 3
net charge: -1
relative energy (zero: lowest compared OMol25 entry of this formula, charge and spin): 45.6 kcal per mole
HOMO energy (alpha / beta): -0.0274 / -0.2281 Ha
<S²>: 2.006
HOMO-LUMO gap (alpha / beta): 4.91 / 7.86 eV

Element x y z (Å)
H: 1.26 0.77 0.70
O: -0.74 0.30 1.46
H: 2.11 -0.03 -0.93
S: -1.08 0.02 0.09
O: 1.27 -1.31 0.27
O: -1.91 -1.08 -0.23
C: 1.51 -0.18 -0.01
O: -0.13 0.33 -0.98
F: -2.28 1.19 -0.37



# 2
Density functional theory data (ωB97M-V/def2-TZVPD) for 2 unconnected molecules or ions with the total composition C5H11O2.

## Properties
LUMO: 4.299 eV
multiplicity: 1
net charge: -1
relative energy (zero: lowest compared OMol25 entry of this formula, charge and spin): 8.6 kcal per mole
HOMO energy: -0.1552 Ha
HOMO-LUMO gap: 8.52 eV

Element x y z (Å)
H: 0.25 -1.72 0.88
O: -1.76 -0.73 -0.82
H: -0.79 1.42 -1.34
H: 1.31 1.15 1.20
C: 0.70 0.34 0.69
H: -0.37 0.59 0.84
H: 0.49 1.41 -2.66
O: -2.06 -0.75 1.45
H: 0.57 -0.68 -1.21
C: 0.33 1.46 -1.55
H: 0.74 2.44 -1.21
H: -3.54 -1.20 0.10
H: 2.08 0.28 -1.00
C: -2.44 -0.89 0.25
H: 1.99 -1.38 1.35
H: 0.61 -1.01 2.43
C: 0.98 0.30 -0.79
C: 0.91 -1.02 1.38



# 3
Density functional theory data (ωB97M-V/def2-TZVPD) for a molecular structure, C38H34CuN5O3P2S3Te.

## Properties
LUMO (alpha / beta): 2.193 / 2.193 eV
multiplicity: 2
net charge: -1
relative energy (zero: lowest compared OMol25 entry of this formula, charge and spin): 53.0 kcal per mole
HOMO energy (alpha / beta): -0.1001 / -0.1815 Ha
<S²>: 0.769
HOMO-LUMO gap (alpha / beta): 4.92 / 7.13 eV

Element x y z (Å)
C: -2.36 -1.49 1.92
P: 1.71 -1.93 1.64
H: -3.81 -3.07 1.92
C: -2.47 1.76 -0.04
C: -3.95 1.98 0.11
C: 3.79 -0.08 -3.27
C: 4.55 -4.04 4.56
H: 1.20 -4.31 -2.19
H: -0.73 -0.11 1.93
C: 1.90 -1.33 -2.47
H: 6.02 -2.68 3.81
O: 1.13 -1.25 3.91
C: -1.68 -2.71 -1.44
H: -2.56 -0.96 -4.81
N: 2.18 -7.91 -0.24
Cu: -0.08 0.36 -0.64
H: -3.65 -3.52 -1.69
C: 2.06 -7.05 0.76
H: 1.38 4.11 2.65
C: -0.47 -3.50 1.82
C: 3.51 -0.49 -4.57
C: 4.99 -3.02 3.75
H: -4.44 1.08 0.49
C: 1.84 -2.71 0.06
H: -3.61 -1.34 -3.57
C: 0.55 3.64 2.13
C: 0.78 2.71 1.13
H: 5.22 -4.49 5.28
H: -2.01 -1.77 -1.01
H: 2.89 -5.26 5.13
H: 1.30 -4.14 3.63
H: -2.81 3.41 2.15
H: -4.39 2.24 -0.86
H: -2.10 -4.87 1.84
C: -2.76 -2.82 1.90
H: 1.79 2.47 0.84
C: -0.32 -2.92 -1.60
C: -2.59 -3.68 -1.82
N: -0.18 2.06 0.50
S: 1.45 0.15 3.66
O: 0.32 1.01 3.52
H: 4.45 -1.57 2.26
C: 2.43 -1.31 -4.81
C: -1.81 -3.83 1.86
O: 2.53 0.65 4.47
H: 2.92 -8.22 -2.11
H: 2.20 -1.63 -5.82
P: 0.86 -1.65 -1.02
H: 3.15 -0.14 -1.22
C: 2.79 -2.81 2.81
H: 2.42 -5.10 1.57
C: -1.49 2.36 0.79
H: -3.11 -0.71 1.93
C: 2.98 -0.49 -2.24
H: 0.76 -2.36 -3.96
H: -0.98 4.50 3.38
Te: 3.81 -3.24 -0.56
C: -0.77 -5.11 -2.47
C: 0.13 -4.14 -2.10
S: -0.64 0.41 -3.57
C: 2.55 -5.76 0.73
H: -4.16 2.79 0.79
C: 2.84 -7.49 -1.31
C: 1.62 -1.74 -3.77
H: 4.14 -0.15 -5.39
C: 3.38 -6.23 -1.44
N: -2.75 0.48 -1.99
C: 4.11 -2.40 2.87
C: -1.78 3.24 1.86
H: 0.27 -4.28 1.74
H: -2.85 -5.64 -2.64
C: 3.23 -4.46 4.49
H: 4.64 0.56 -3.07
N: -1.98 1.00 -1.02
N: -3.07 -0.61 -4.01
H: 1.52 -7.42 1.63
H: 3.89 -5.94 -2.35
C: -1.02 -1.15 1.90
C: 2.34 -3.85 3.63
S: 2.31 0.03 1.70
C: -2.21 0.08 -3.15
H: -0.42 -6.06 -2.85
C: 3.22 -5.31 -0.41
C: -0.07 -2.17 1.85
H: -3.75 0.34 -1.85
C: -2.14 -4.88 -2.34
C: -0.77 3.86 2.53



# 4
Density functional theory data (ωB97M-V/def2-TZVPD) for a molecular structure, C22H50N3P3STl.

## Properties
LUMO (alpha / beta): -10.892 / -12.370 eV
multiplicity: 1
net charge: +3
relative energy (zero: lowest compared OMol25 entry of this formula, charge and spin): 27.5 kcal per mole
HOMO energy (alpha / beta): -0.5609 / -0.5610 Ha
HOMO-LUMO gap (alpha / beta): 4.37 / 2.90 eV

Element x y z (Å)
H: -3.59 -2.21 2.92
H: -3.43 -1.55 -0.73
H: -1.48 -0.83 -5.36
C: -3.65 4.07 1.87
H: 0.82 3.02 0.92
Tl: 1.08 0.21 -0.47
H: -4.42 4.49 -0.57
H: 1.01 3.54 2.64
P: -2.15 -1.16 1.29
C: -0.11 -3.14 -1.10
H: -0.23 6.26 1.81
C: -1.20 0.13 -4.93
H: 0.88 0.15 -5.46
H: 0.60 -3.89 -1.47
H: 3.73 0.02 2.64
H: -2.03 0.76 -4.57
C: 2.15 -3.13 0.55
H: -2.17 -1.44 3.71
S: 2.70 -1.29 -2.73
C: -3.33 0.24 1.58
H: 6.52 -2.42 -5.54
C: 4.79 -2.01 -4.30
H: -3.99 2.75 -0.58
C: 4.72 -2.18 -6.71
H: -2.94 0.91 2.35
H: 0.62 -1.92 4.56
P: 1.31 -0.13 3.06
H: -1.78 2.08 -0.46
N: -2.83 4.03 0.67
H: -4.46 4.78 1.70
H: 0.31 1.49 -4.28
H: 1.58 -1.80 -5.40
H: -2.97 3.94 -1.42
H: 3.02 1.65 2.91
H: 0.37 -5.13 0.93
H: -1.95 5.85 1.70
H: 0.02 -4.32 2.49
C: -1.52 3.53 0.77
H: -1.27 -4.50 1.26
C: 2.66 -1.85 -5.47
H: -4.30 -0.17 1.89
C: 0.06 0.61 -4.90
H: 1.34 4.69 1.31
C: 5.45 -2.22 -5.52
C: 0.49 0.91 4.36
H: -1.03 5.53 3.21
H: -3.07 4.39 2.74
C: -0.20 -4.32 1.41
C: 3.33 -2.04 -6.69
N: -0.69 4.22 1.60
C: -3.27 -2.13 0.19
H: 1.97 -2.47 3.51
H: 2.30 -1.35 4.88
H: -4.09 3.08 2.10
N: -1.07 2.45 0.18
H: 2.72 -2.32 0.10
C: 3.42 -1.71 -4.30
C: 0.71 3.85 1.63
C: 3.00 0.60 3.23
H: 2.25 -4.03 -0.07
H: -0.35 0.37 4.82
C: -2.50 -2.06 2.86
C: -0.99 5.54 2.11
H: 1.25 1.13 5.12
P: 0.34 -2.73 0.64
H: -2.85 -3.11 -0.08
H: 2.54 -3.33 1.55
H: 5.24 -2.30 -7.68
C: -3.59 3.77 -0.54
H: 5.32 -2.04 -3.34
C: 1.57 -1.63 4.09
H: 2.02 -0.17 -3.15
H: 0.11 1.85 3.93
H: -3.47 0.82 0.66
H: -4.23 -2.28 0.69
H: -0.05 -2.26 -1.75
H: -1.99 -3.02 2.91
H: 2.76 -2.10 -7.62
H: -1.12 -3.54 -1.15
H: 3.27 0.54 4.30



# 5
Density functional theory data (ωB97M-V/def2-TZVPD) for a single C5H10O2 molecule.

## Properties
SMILES: C[C@@H]1OC[C@H](C)O1
LUMO: 1.100 eV
multiplicity: 1
relative energy (zero: lowest compared OMol25 entry of this formula, charge and spin): 33.2 kcal per mole
HOMO energy: -0.3588 Ha
HOMO-LUMO gap: 10.86 eV

Element x y z (Å)
H: 2.09 -1.75 1.86
H: -1.15 -0.30 -2.16
O: 0.87 0.19 -0.55
H: -1.84 0.91 1.08
H: -0.17 1.99 -0.37
H: 1.97 0.60 1.12
C: 1.37 -1.57 1.06
H: -2.06 1.20 -1.85
H: 1.68 -2.08 0.15
C: -0.36 0.92 -0.57
C: -1.06 0.76 -1.90
H: -1.39 -0.69 0.41
H: 0.42 -2.01 1.39
C: 1.16 -0.07 0.82
H: -0.50 1.26 -2.70
C: -1.04 0.33 0.65
O: 0.02 0.32 1.57



# 6
Density functional theory data (ωB97M-V/def2-TZVPD) for 2 unconnected molecules or ions with the total composition C4H13NO2.

## Properties
SMILES: CCNCCO.O
LUMO: 0.707 eV
multiplicity: 1
relative energy (zero: lowest compared OMol25 entry of this formula, charge and spin): 58.3 kcal per mole
HOMO energy: -0.3336 Ha
HOMO-LUMO gap: 9.78 eV

Element x y z (Å)
H: 1.98 0.96 -1.58
H: -0.25 -1.08 -0.24
C: -0.29 -1.67 1.81
N: 0.07 0.64 1.15
H: -0.64 -1.27 2.86
C: -0.67 -0.66 0.69
H: -0.46 0.97 1.93
O: 2.15 -0.39 0.04
C: 1.96 0.98 -0.41
H: -1.77 -0.55 0.43
O: -2.27 -0.21 -3.72
H: 2.75 1.59 0.06
H: -0.07 1.61 -0.72
H: 0.84 2.61 0.44
H: 1.48 -0.19 0.81
H: -0.54 -2.79 1.70
H: -2.82 -0.65 -3.11
H: 0.81 -1.85 1.95
C: 0.64 1.62 0.13
H: -2.89 0.34 -4.23



# 7
Density functional theory data (ωB97M-V/def2-TZVPD) for a molecular structure, C2H2N2O3S.

## Properties
LUMO: -1.778 eV
multiplicity: 1
relative energy (zero: lowest compared OMol25 entry of this formula, charge and spin): 144.0 kcal per mole
HOMO energy: -0.3986 Ha
HOMO-LUMO gap: 9.07 eV

Element x y z (Å)
S: -0.85 -0.06 1.89
H: -0.82 0.35 -1.82
O: 1.23 1.71 0.99
C: 0.73 -1.46 -0.25
C: -0.33 0.22 0.15
N: 0.79 -2.54 -0.59
O: -1.19 0.18 -0.89
N: 0.73 1.26 -0.02
O: 1.11 1.61 -1.11
H: -1.41 -1.27 1.65



# 8
Density functional theory data (ωB97M-V/def2-TZVPD) for 15 unconnected molecules or ions with the total composition C16H66N4O15.

## Properties
LUMO: 0.159 eV
multiplicity: 1
relative energy (zero: lowest compared OMol25 entry of this formula, charge and spin): 104.2 kcal per mole
HOMO energy: -0.3366 Ha
HOMO-LUMO gap: 9.32 eV

Element x y z (Å)
H: 2.06 -3.01 -4.55
O: -2.43 2.14 1.52
H: 2.65 -1.08 0.37
H: -7.39 -5.11 -0.16
N: 1.15 -2.60 -4.67
H: 8.01 -5.91 -4.99
H: -0.15 0.04 -3.04
C: -6.83 5.15 -1.72
H: -2.10 -6.11 -5.04
C: 10.92 -1.04 4.87
C: 1.79 -1.72 -2.30
C: -7.83 5.33 -2.88
C: -7.22 -2.68 -1.52
H: -0.67 -1.58 -2.80
C: -8.77 -2.78 -1.11
O: -6.34 -3.80 -1.31
H: 1.72 -0.70 -4.21
H: 7.68 -6.44 -3.61
H: 0.98 -0.90 -11.24
H: -10.54 -3.99 -1.44
O: -8.32 4.02 0.03
O: 6.40 -0.60 -7.39
H: 6.23 -1.87 6.05
H: -8.22 6.35 -2.79
H: 12.25 -2.79 4.60
H: -8.88 -2.87 -0.03
N: 9.86 -1.36 3.96
H: 10.82 -3.07 5.63
H: -2.67 1.83 2.39
H: 2.68 4.37 -1.51
H: -3.31 -5.71 -4.22
O: 7.35 -5.86 -4.31
O: 5.80 -1.87 6.91
H: 12.07 2.58 2.89
H: -7.15 -2.34 -2.55
O: -3.34 1.68 6.76
O: 1.03 -0.60 7.53
H: 9.44 -0.51 3.62
H: 12.08 -0.17 3.44
H: -2.62 1.06 6.89
H: -7.84 4.06 2.16
O: 1.87 -1.24 -11.10
H: -9.24 3.05 1.77
H: -0.79 5.54 -0.03
H: 1.20 4.38 6.82
H: 11.39 3.34 4.41
H: 5.58 -0.32 -7.77
O: 11.09 1.41 4.45
H: 1.20 -2.10 0.16
O: 1.44 -0.70 -1.30
C: -0.24 -0.92 -3.55
H: 2.43 -0.62 -11.56
C: 1.60 -1.09 0.05
N: -9.43 -1.48 -1.45
H: 1.48 -2.68 -1.88
H: -8.99 -0.74 -0.92
H: 3.06 2.90 -1.44
H: -8.68 4.66 -2.81
O: 3.34 3.75 -1.80
H: -7.35 5.26 -3.85
H: -8.11 6.05 -0.16
H: 2.65 4.35 6.39
C: -7.48 5.17 -0.27
H: -6.53 -3.87 0.79
H: -6.04 5.90 -1.69
O: -0.80 5.95 -0.90
H: 12.87 2.56 4.49
H: -9.84 -3.53 -2.94
C: -9.58 -3.80 -1.92
O: -2.98 -6.39 -4.81
H: -10.42 -1.47 -1.24
H: -6.73 5.35 0.50
H: 1.17 0.34 7.56
C: -6.46 -4.54 -0.06
H: -9.07 -4.76 -1.83
H: -5.74 3.52 -1.09
H: 1.90 -0.97 7.38
C: -8.64 3.89 1.44
C: 11.92 2.49 3.97
H: -5.70 -5.31 0.12
H: 2.86 -1.82 -2.47
H: 10.26 -1.92 3.22
H: 1.07 -0.50 0.79
H: 6.14 -1.09 7.34
C: 11.61 -2.36 5.37
H: 1.01 -2.31 -5.63
H: -6.99 3.24 -2.00
H: -1.56 5.57 -1.34
H: 6.15 -1.08 -6.60
O: 1.89 3.78 6.53
H: 10.45 -0.64 5.77
H: -0.77 -0.80 -4.50
C: 11.81 0.13 4.46
H: -3.15 2.40 7.36
C: 1.15 -1.48 -3.72
H: -9.42 4.60 1.72
H: 12.10 -2.13 6.31
H: -2.03 1.38 1.10
H: 12.80 0.15 4.93
N: -6.20 3.87 -1.93
H: -6.87 -1.89 -0.84



# 9
Density functional theory data (ωB97M-V/def2-TZVPD) for a molecular structure, C16H17HgN6S3Si.

## Properties
LUMO (alpha / beta): 4.269 / 4.268 eV
multiplicity: 2
net charge: -2
relative energy (zero: lowest compared OMol25 entry of this formula, charge and spin): 1.0 kcal per mole
HOMO energy (alpha / beta): 0.0219 / -0.0640 Ha
<S²>: 0.763
HOMO-LUMO gap (alpha / beta): 3.67 / 6.01 eV

Element x y z (Å)
C: -0.20 3.34 -3.60
C: 3.57 -5.89 -0.88
H: 1.09 3.45 2.51
C: -2.75 -2.41 0.99
H: -0.92 5.56 -1.36
C: 4.62 -4.72 1.33
H: -3.11 1.86 -1.27
H: -0.79 -1.93 4.74
H: -2.38 5.24 -2.31
Si: -1.11 3.14 -1.98
H: 2.09 1.17 2.29
C: -1.56 -2.34 2.91
H: -2.43 -2.22 4.70
Hg: 1.53 -1.70 -0.45
N: 1.33 0.84 0.42
H: -3.30 2.51 -2.92
S: 0.44 0.17 -1.96
C: 0.60 1.27 -0.62
C: -0.02 2.55 -0.59
N: -0.40 -2.01 0.82
H: -2.29 1.07 -2.62
H: 0.55 -2.01 2.70
H: 0.05 2.36 -4.02
H: -0.29 4.30 0.62
N: 3.88 -6.96 -1.17
S: 3.43 -2.34 1.13
C: -2.60 2.04 -2.22
C: -1.75 4.85 -1.51
N: -1.52 -2.47 4.32
C: -0.40 -2.10 2.20
H: -1.68 -2.11 -0.83
C: 0.94 2.86 1.61
C: -1.63 -2.18 0.26
H: 0.74 3.88 -3.45
N: 5.35 -5.32 1.98
C: 0.17 3.32 0.55
C: 1.49 1.60 1.49
C: 3.69 -3.95 0.53
C: 3.16 -4.54 -0.57
S: 2.06 -3.86 -1.73
H: -0.81 3.90 -4.31
H: -3.70 -2.54 0.48
N: -2.78 -2.50 2.37
H: -2.35 4.83 -0.60



# 10
Density functional theory data (ωB97M-V/def2-TZVPD) for 9 unconnected molecules or ions with the total composition H18O9.

## Properties
SMILES: O.O.O.O.O.O.O.O.O
LUMO: -0.169 eV
multiplicity: 1
relative energy (zero: lowest compared OMol25 entry of this formula, charge and spin): 103.1 kcal per mole
HOMO energy: -0.3715 Ha
HOMO-LUMO gap: 9.94 eV

Element x y z (Å)
O: 0.35 13.22 17.11
H: 5.47 10.66 16.02
H: 1.31 10.12 14.82
H: 3.86 8.75 16.16
O: 5.77 10.96 15.13
H: -0.32 12.54 17.00
H: 2.77 11.01 17.25
O: 4.12 9.25 16.90
H: 4.15 14.96 17.97
O: 3.83 14.08 18.27
H: 4.73 14.05 18.79
H: 6.78 10.37 15.14
H: 1.22 9.80 16.38
H: 3.76 8.90 17.72
O: 2.48 11.64 17.97
H: 1.21 12.64 17.40
H: 3.15 11.15 19.90
H: 1.58 14.42 19.71
O: 4.05 11.02 20.23
O: 0.62 10.75 20.82
H: 0.76 11.11 21.62
O: 1.07 15.08 19.13
O: 1.56 10.29 15.70
H: 2.87 12.55 17.94
H: 4.35 10.13 20.19
H: 0.87 14.48 18.34
H: 1.36 10.80 20.17



# 11
Density functional theory data (ωB97M-V/def2-TZVPD) for a single C6H10O molecule.

## Properties
SMILES: C[C@H]1CC=CCO1
LUMO: 1.146 eV
multiplicity: 1
relative energy (zero: lowest compared OMol25 entry of this formula, charge and spin): 19.0 kcal per mole
HOMO energy: -0.3323 Ha
HOMO-LUMO gap: 10.19 eV

Element x y z (Å)
H: -1.27 0.90 2.34
H: 2.00 0.84 -1.63
H: -2.33 -0.20 -1.18
C: 0.30 1.00 0.71
C: 2.03 0.01 -0.90
H: 2.82 0.26 -0.18
H: 2.33 -0.88 -1.46
C: 0.67 -0.14 -0.23
H: 0.24 1.96 0.17
C: -0.98 0.53 1.36
C: -1.66 -0.47 0.77
C: -1.49 -0.75 -0.71
O: -0.30 -0.22 -1.26
H: 0.51 -1.03 0.39
H: -2.36 -1.10 1.30
H: -1.59 -1.82 -0.99
H: 1.07 1.10 1.49



# 12
Density functional theory data (ωB97M-V/def2-TZVPD) for a single C5H5NO molecule.

## Properties
LUMO (alpha / beta): -0.793 / -0.179 eV
multiplicity: 1
relative energy (zero: lowest compared OMol25 entry of this formula, charge and spin): 107.5 kcal per mole
HOMO energy (alpha / beta): -0.2814 / -0.3071 Ha
HOMO-LUMO gap (alpha / beta): 6.86 / 8.18 eV

Element x y z (Å)
H: 0.60 -0.22 1.39
C: -0.05 0.60 -0.62
C: 0.06 0.58 0.79
H: -0.51 1.62 -0.84
H: -0.51 2.00 2.33
H: -0.82 2.39 0.55
C: -0.45 1.72 1.36
O: 0.23 -0.21 -1.62
C: 0.35 -2.18 -0.22
H: 0.67 -2.05 -2.37
C: 0.45 -1.50 -1.47
N: 0.00 -2.77 0.72